{
  "formula": "C2H3Cl2O2Si",
  "method": "the ωB97M-V functional and the def2-TZVPD basis",
  "species": ["C", "C", "O", "O", "Si", "Cl", "Cl", "H", "H", "H"],
  "xyz": [[1.144, -1.612, -0.553], [-1.400, 0.822, 0.247], [0.361, -2.537, -0.371], [2.318, -1.557, -0.868], [0.421, 0.233, -0.023], [1.244, 2.216, -1.314], [1.326, 0.186, 1.921], [-1.683, 0.167, 1.087], [-1.795, 1.779, 0.399], [-1.937, 0.303, -0.525]],
  "e_above_lowest_kj_mol": 71.5,
  "homo_energy_ev": -4.6,
  "orbital_gap_ha": 0.298,
  "fmax_ev_per_a": 3.3,
  "charge": -1,
  "smiles": "C[Si](Cl)(Cl)C(=O)[O-]",
  "e_tot_ha": -1438.52922
}

---

{
  "formula": "C2H3Cl2P",
  "method": "the ωB97M-V functional and the def2-TZVPD basis",
  "species": ["C", "C", "P", "Cl", "Cl", "H", "H", "H"],
  "xyz": [[-0.588, 0.514, 0.126], [0.741, -0.648, 0.178], [0.031, 2.042, 0.018], [-2.155, -0.222, 0.171], [2.280, 0.241, 0.157], [0.842, -1.327, -0.670], [0.493, -1.139, 1.111], [-1.105, 2.716, 0.447]],
  "e_above_lowest_kj_mol": 241.1,
  "homo_energy_ev": -9.4,
  "orbital_gap_ha": 0.342,
  "fmax_ev_per_a": 3.9,
  "charge": 0,
  "smiles": "[H]/P=C(\\Cl)CCl",
  "e_tot_ha": -1339.66213
}